(1)
Entry from the Open Molecules 2025 dataset: a single C4H6O molecule (the ωB97M-V functional and the def2-TZVPD basis).

Summary:
Total charge: 0
SMILES: C#C[C@@H](C)O
ΔE to the lowest compared entry with this formula, charge and spin in eV: 1.467
Highest occupied orbital energy in Eh: -0.3706

Last column: Löwdin charge in e.
Positions of all 11 atoms, in Å:
C (-0.970, 2.174, 0.257)  0.12
C (-0.445, 1.092, 0.146)  -0.08
C (-0.158, -0.306, -0.227)  -0.47
C (1.268, -0.839, -0.176)  -0.05
O (-0.965, -1.204, 0.517)  -0.03
H (-1.367, 3.129, 0.523)  0.03
H (-0.441, -0.321, -1.290)  0.14
H (1.242, -1.799, -0.702)  0.08
H (1.630, -1.027, 0.839)  0.08
H (1.957, -0.172, -0.700)  0.08
H (-1.751, -0.727, 0.812)  0.09

---

(2)
Entry from the Open Molecules 2025 dataset: a single C4H6O molecule (the ωB97M-V functional and the def2-TZVPD basis).

Summary:
Total charge: 0
SMILES: C1O[C@@H]2C[C@H]12
ΔE to the lowest compared entry with this formula, charge and spin in eV: 2.345
Highest occupied orbital energy in Eh: -0.3357

Last column: Löwdin charge in e.
Positions of all 11 atoms, in Å:
C (0.998, 0.821, -0.156)  -0.21
O (1.356, -0.516, -0.045)  -0.11
C (0.070, -0.953, 0.472)  -0.21
C (-0.986, -0.497, -0.432)  -0.10
C (-0.381, 0.577, 0.510)  -0.11
H (0.727, 1.236, -1.260)  0.15
H (1.815, 1.417, 0.307)  0.12
H (0.076, -1.923, 0.985)  0.15
H (-1.948, -0.889, -0.176)  0.10
H (-0.759, -0.341, -1.501)  0.11
H (-0.968, 1.069, 1.295)  0.12

---

(3)
Entry from the Open Molecules 2025 dataset: a molecular structure, C4H6O (the ωB97M-V functional and the def2-TZVPD basis).

Summary:
Total charge: 0
ΔE to the lowest compared entry with this formula, charge and spin in eV: 5.591
Highest occupied orbital energy (spin up / spin down) in Eh: -0.2851 / -0.2851

Last column: Löwdin charge in e.
Positions of all 11 atoms, in Å:
C (1.324, -0.027, 0.038)  0.09
C (0.104, 0.765, 0.292)  -0.37
C (-0.953, 0.174, -0.605)  -0.14
C (-0.392, -1.092, 0.027)  -0.06
O (-0.070, -0.260, 1.325)  -0.17
H (1.696, -0.437, -0.871)  0.06
H (2.085, 0.174, 0.820)  0.11
H (0.113, 1.793, 0.663)  0.14
H (-1.969, 0.469, -0.295)  0.11
H (-0.829, 0.325, -1.682)  0.11
H (-1.139, -1.874, 0.302)  0.11

---

(4)
Entry from the Open Molecules 2025 dataset: 3 unconnected molecules or ions with the total composition C4H6O (the ωB97M-V functional and the def2-TZVPD basis).

Summary:
Total charge: 0
ΔE to the lowest compared entry with this formula, charge and spin in eV: 3.290
Highest occupied orbital energy in Eh: -0.3505

Last column: Löwdin charge in e.
Positions of all 11 atoms, in Å:
O (2.991, -0.222, 0.263)  0.05
C (2.205, -0.104, -0.547)  0.00
C (-0.182, 0.348, 1.140)  -0.11
C (-0.807, 1.029, -0.043)  -0.19
C (-1.181, -0.270, 0.604)  -0.11
H (0.303, -1.390, -1.656)  0.03
H (0.584, 0.402, 1.897)  0.09
H (-1.437, 1.909, 0.110)  0.07
H (-0.286, 1.024, -1.007)  0.05
H (-1.857, -1.111, 0.582)  0.09
H (-0.333, -1.614, -1.343)  0.05

---

(5)
Entry from the Open Molecules 2025 dataset: 2 unconnected molecules or ions with the total composition C4H6O (the ωB97M-V functional and the def2-TZVPD basis).

Summary:
Total charge: 0
SMILES: C1=CC1.C=O
ΔE to the lowest compared entry with this formula, charge and spin in eV: 3.660
Highest occupied orbital energy in Eh: -0.3272

Last column: Löwdin charge in e.
Positions of all 11 atoms, in Å:
C (1.047, 0.671, 0.715)  -0.11
C (0.710, 1.250, -0.387)  -0.08
C (1.354, -0.095, -0.500)  -0.19
H (1.129, 0.563, 1.718)  0.06
H (0.224, 1.960, -0.987)  0.09
H (2.433, 0.068, -0.904)  0.09
H (0.813, -0.997, -0.969)  0.10
C (-2.051, 0.004, 0.539)  -0.14
O (-1.771, 0.683, -0.392)  -0.01
H (-3.127, -0.273, 0.779)  0.09
H (-1.193, -0.413, 1.241)  0.11

---

(6)
Entry from the Open Molecules 2025 dataset: a single C4H6O molecule (the ωB97M-V functional and the def2-TZVPD basis).

Summary:
Total charge: 0
SMILES: C=C1O[C@@H]1C
ΔE to the lowest compared entry with this formula, charge and spin in eV: 2.284
Highest occupied orbital energy in Eh: -0.3402

Last column: Löwdin charge in e.
Positions of all 11 atoms, in Å:
C (-2.407, -0.410, -0.175)  0.05
C (-1.302, 0.295, 0.082)  -0.25
O (-0.722, 1.548, 0.109)  0.03
C (0.154, 0.478, 0.371)  -0.28
C (1.531, 0.271, -0.283)  -0.01
H (-3.246, -0.093, -0.799)  0.06
H (-2.267, -1.467, 0.116)  0.06
H (0.441, 0.562, 1.461)  0.14
H (2.071, 1.067, 0.158)  0.07
H (1.440, 0.240, -1.319)  0.06
H (1.748, -0.679, 0.105)  0.07

---

(7)
Entry from the Open Molecules 2025 dataset: a molecular structure, C4H6O (the ωB97M-V functional and the def2-TZVPD basis).

Summary:
Total charge: 0
ΔE to the lowest compared entry with this formula, charge and spin in eV: 1.913
Highest occupied orbital energy in Eh: -0.3583

Last column: Löwdin charge in e.
Positions of all 11 atoms, in Å:
O (-2.340, 0.026, -0.516)  0.11
C (-1.277, 0.037, 0.029)  -0.43
C (-0.156, 1.080, 0.067)  -0.11
C (0.578, -0.003, 0.831)  -0.08
C (-0.433, -0.888, 0.848)  -0.01
H (0.310, 1.216, -0.904)  0.08
H (-0.456, 2.034, 0.519)  0.12
H (1.571, -0.073, 1.243)  0.10
H (1.572, -0.505, -1.799)  0.06
H (-0.461, -1.911, 1.191)  0.10
H (1.092, -1.013, -1.509)  0.05

---

(8)
Entry from the Open Molecules 2025 dataset: a single C4H6O molecule (the ωB97M-V functional and the def2-TZVPD basis).

Summary:
Total charge: 0
SMILES: C1=COCC1
ΔE to the lowest compared entry with this formula, charge and spin in eV: 2.427
Highest occupied orbital energy in Eh: -0.3207

Last column: Löwdin charge in e.
Positions of all 11 atoms, in Å:
C (0.192, -1.243, -0.120)  -0.13
C (1.068, -0.350, -0.026)  -0.28
O (0.814, 0.951, 0.157)  -0.08
C (-0.658, 1.034, 0.200)  -0.13
C (-1.190, -0.485, -0.299)  -0.11
H (0.207, -2.251, 0.164)  0.09
H (2.065, -0.792, -0.066)  0.13
H (-0.822, 1.320, 1.375)  0.15
H (-1.256, 1.816, -0.455)  0.13
H (-1.296, -0.571, -1.395)  0.10
H (-1.884, -0.869, 0.590)  0.13

---

(9)
Entry from the Open Molecules 2025 dataset: a molecular structure, C4H6O (the ωB97M-V functional and the def2-TZVPD basis).

Summary:
Total charge: 0
ΔE to the lowest compared entry with this formula, charge and spin in eV: 4.449
Highest occupied orbital energy in Eh: -0.3325

Last column: Löwdin charge in e.
Positions of all 11 atoms, in Å:
O (0.822, 1.201, 1.615)  -0.08
C (1.103, 0.029, 1.382)  -0.24
C (-0.118, -0.628, -0.439)  -0.08
C (-0.706, 0.731, -0.546)  -0.23
C (-1.390, 0.340, -1.542)  0.15
H (-0.444, 1.550, 0.132)  0.09
H (2.033, -0.229, 0.859)  0.09
H (0.685, -0.790, 1.993)  0.09
H (0.705, -0.924, -1.078)  0.07
H (-0.665, -1.443, 0.017)  0.07
H (-2.027, 0.163, -2.395)  0.07

---

(10)
Entry from the Open Molecules 2025 dataset: a single C4H6O molecule (the ωB97M-V functional and the def2-TZVPD basis).

Summary:
Total charge: 0
SMILES: C1O[C@H]2C[C@@H]12
ΔE to the lowest compared entry with this formula, charge and spin in eV: 3.230
Highest occupied orbital energy in Eh: -0.3489

Last column: Löwdin charge in e.
Positions of all 11 atoms, in Å:
C (-1.037, -0.755, 0.183)  -0.23
O (-0.410, -0.886, -1.101)  -0.14
C (0.997, -0.251, -0.308)  -0.07
C (0.461, 1.109, -0.406)  -0.08
C (0.020, 0.167, 0.722)  -0.21
H (-2.084, -0.404, 0.229)  0.12
H (-0.974, -1.730, 0.673)  0.11
H (2.056, -0.588, -0.221)  0.15
H (1.010, 2.043, -0.326)  0.11
H (-0.237, 0.991, -1.225)  0.11
H (0.198, 0.305, 1.781)  0.13

---

(11)
Entry from the Open Molecules 2025 dataset: a single C4H6O molecule (the ωB97M-V functional and the def2-TZVPD basis).

Summary:
Total charge: 0
SMILES: C=C[C@H]1CO1
ΔE to the lowest compared entry with this formula, charge and spin in eV: 1.635
Highest occupied orbital energy in Eh: -0.3580

Last column: Löwdin charge in e.
Positions of all 11 atoms, in Å:
C (1.654, 0.544, 0.129)  0.01
C (0.930, -0.557, -0.040)  -0.12
C (-0.513, -0.390, -0.467)  -0.31
C (-1.670, -0.073, 0.429)  -0.05
O (-0.999, 0.938, -0.394)  -0.09
H (1.177, 1.526, 0.029)  0.06
H (2.779, 0.576, 0.141)  0.08
H (1.416, -1.484, 0.059)  0.08
H (-0.657, -0.749, -1.486)  0.14
H (-1.514, 0.071, 1.518)  0.13
H (-2.603, -0.403, 0.081)  0.08

---

(12)
Entry from the Open Molecules 2025 dataset: a single C4H6O molecule (the ωB97M-V functional and the def2-TZVPD basis).

Summary:
Total charge: 0
SMILES: C1=COCC1
ΔE to the lowest compared entry with this formula, charge and spin in eV: 2.062
Highest occupied orbital energy in Eh: -0.3148

Last column: Löwdin charge in e.
Positions of all 11 atoms, in Å:
C (-1.133, -0.025, 0.473)  -0.11
C (-0.770, 1.198, 0.197)  -0.09
O (0.523, 1.175, -0.488)  -0.11
C (0.977, -0.071, -0.621)  -0.29
C (0.037, -1.002, 0.209)  -0.10
H (-2.043, -0.069, 1.189)  0.13
H (-1.555, 2.089, 0.113)  0.16
H (1.229, -0.298, -1.575)  0.08
H (2.042, -0.041, -0.294)  0.13
H (0.696, -1.045, 1.106)  0.12
H (-0.003, -1.911, -0.309)  0.08

---

(13)
Entry from the Open Molecules 2025 dataset: a single C4H6O2 molecule (the ωB97M-V functional and the def2-TZVPD basis).

Summary:
Total charge: 0
SMILES: O=C1CCOC1
ΔE to the lowest compared entry with this formula, charge and spin in eV: 1.737
Highest occupied orbital energy in Eh: -0.3537

Last column: Löwdin charge in e.
Positions of all 12 atoms, in Å:
O (0.880, 2.152, 0.455)  0.10
C (0.483, 1.041, 0.227)  -0.32
C (-0.973, 0.582, 0.069)  -0.06
C (-0.808, -0.902, -0.230)  -0.21
O (0.531, -1.287, -0.020)  -0.12
C (1.396, -0.199, 0.034)  -0.13
H (-1.671, 1.197, -0.525)  0.13
H (-1.594, 0.751, 0.945)  0.12
H (-1.314, -1.575, 0.435)  0.11
H (-1.233, -1.147, -1.205)  0.12
H (2.026, -0.178, -0.850)  0.12
H (2.276, -0.435, 0.666)  0.14

---

(14)
Entry from the Open Molecules 2025 dataset: a molecular structure, C4H6O2 (the ωB97M-V functional and the def2-TZVPD basis).

Summary:
Total charge: 0
ΔE to the lowest compared entry with this formula, charge and spin in eV: 3.492
Highest occupied orbital energy in Eh: -0.3256

Last column: Löwdin charge in e.
Positions of all 12 atoms, in Å:
O (2.658, 0.846, -0.184)  0.03
C (1.443, 0.895, -0.108)  -0.63
C (0.741, -0.665, -0.384)  -0.07
C (-0.435, -0.615, 0.449)  -0.23
C (-1.399, 0.373, 0.185)  0.08
O (0.577, 1.766, 0.059)  -0.01
H (0.548, -0.610, -1.458)  0.12
H (1.455, -1.454, -0.151)  0.11
H (-1.577, -1.000, -0.005)  0.21
H (-0.400, -1.012, 1.463)  0.15
H (-2.109, 0.694, 0.948)  0.11
H (-1.502, 0.781, -0.815)  0.11

---

(15)
Entry from the Open Molecules 2025 dataset: a molecular structure, C4H6O2 (the ωB97M-V functional and the def2-TZVPD basis).

Summary:
Total charge: 0
ΔE to the lowest compared entry with this formula, charge and spin in eV: 4.193
Highest occupied orbital energy in Eh: -0.3277

Last column: Löwdin charge in e.
Positions of all 12 atoms, in Å:
O (0.327, -2.321, 2.282)  0.08
C (-0.169, -1.933, 1.337)  -0.01
C (0.622, -0.374, -0.673)  -0.24
C (-0.393, 0.438, -0.970)  -0.12
C (0.361, 1.495, -0.203)  -0.17
O (1.362, 0.477, 0.122)  -0.08
H (-1.706, -0.328, 1.281)  0.05
H (0.977, -1.369, -0.908)  0.11
H (-1.632, 0.057, 0.644)  0.04
H (-1.267, 0.391, -1.598)  0.10
H (-0.043, 1.948, 0.708)  0.12
H (0.809, 2.248, -0.854)  0.12

---

(16)
Entry from the Open Molecules 2025 dataset: a molecular structure, C4H6O2 (the ωB97M-V functional and the def2-TZVPD basis).

Summary:
Total charge: 0
ΔE to the lowest compared entry with this formula, charge and spin in eV: 4.156
Highest occupied orbital energy in Eh: -0.3630

Last column: Löwdin charge in e.
Positions of all 12 atoms, in Å:
O (-1.021, -1.079, -1.041)  -0.02
C (0.110, -0.303, -0.861)  -0.32
C (-0.233, 1.130, -0.366)  -0.07
C (0.041, 0.579, 0.997)  0.03
O (-0.194, -1.200, 1.274)  -0.05
C (0.786, -0.609, 0.549)  -0.32
H (-1.130, -1.527, -0.170)  0.09
H (0.792, -0.361, -1.703)  0.14
H (0.588, 1.804, -0.683)  0.13
H (-1.189, 1.597, -0.608)  0.11
H (-0.391, 0.825, 1.948)  0.13
H (1.841, -0.856, 0.664)  0.15

---

(17)
Entry from the Open Molecules 2025 dataset: a molecular structure, C4H6O2 (the ωB97M-V functional and the def2-TZVPD basis).

Summary:
Total charge: 0
ΔE to the lowest compared entry with this formula, charge and spin in eV: 3.359
Highest occupied orbital energy in Eh: -0.3301

Last column: Löwdin charge in e.
Positions of all 12 atoms, in Å:
C (2.642, 0.734, -0.146)  -0.12
O (2.771, -0.103, 0.716)  -0.02
C (-0.328, -0.748, 0.320)  -0.14
C (-1.616, -0.943, 0.605)  -0.04
C (-1.909, 0.170, -0.367)  -0.16
O (-0.468, 0.281, -0.598)  -0.11
H (3.362, 1.568, -0.253)  0.08
H (1.801, 0.716, -0.862)  0.07
H (0.662, -1.104, 0.590)  0.10
H (-2.197, -1.587, 1.245)  0.09
H (-2.296, 1.106, 0.046)  0.12
H (-2.425, -0.089, -1.295)  0.12

---

(18)
Entry from the Open Molecules 2025 dataset: a molecular structure, C4H6O2 (the ωB97M-V functional and the def2-TZVPD basis).

Summary:
Total charge: 0
ΔE to the lowest compared entry with this formula, charge and spin in eV: 2.584
Highest occupied orbital energy in Eh: -0.3026

Last column: Löwdin charge in e.
Positions of all 12 atoms, in Å:
O (-2.156, 0.380, 0.177)  0.06
C (-1.023, -0.286, 0.011)  -0.21
C (0.056, 0.019, -0.978)  -0.15
C (1.262, -0.393, -0.169)  -0.12
C (1.134, 0.022, 1.098)  -0.25
O (-0.069, 0.488, 1.423)  -0.08
H (-1.872, 1.299, 0.294)  0.13
H (-1.216, -1.373, 0.079)  0.16
H (-0.021, -0.548, -1.912)  0.12
H (0.035, 1.095, -1.219)  0.13
H (2.068, -0.984, -0.560)  0.08
H (1.942, -0.030, 1.835)  0.12

---

(19)
Entry from the Open Molecules 2025 dataset: a single C4H6O2 molecule (the ωB97M-V functional and the def2-TZVPD basis).

Summary:
Total charge: 0
SMILES: O=CC[C@H]1CO1
ΔE to the lowest compared entry with this formula, charge and spin in eV: 2.087
Highest occupied orbital energy in Eh: -0.3688

Last column: Löwdin charge in e.
Positions of all 12 atoms, in Å:
O (1.796, 0.816, 1.259)  0.06
C (1.840, 0.253, 0.190)  -0.25
C (0.656, -0.370, -0.491)  -0.11
C (-0.628, -0.478, 0.299)  -0.31
C (-1.682, 0.515, 0.162)  -0.11
O (-1.715, -0.692, -0.593)  -0.04
H (2.795, 0.172, -0.376)  0.12
H (0.932, -1.378, -0.830)  0.13
H (0.463, 0.191, -1.418)  0.14
H (-0.601, -1.043, 1.228)  0.15
H (-2.508, 0.579, 0.872)  0.12
H (-1.347, 1.435, -0.302)  0.11

---

(20)
Entry from the Open Molecules 2025 dataset: a single C4H6O2 molecule (the ωB97M-V functional and the def2-TZVPD basis).

Summary:
Total charge: 0
SMILES: O=CC1(O)CC1
ΔE to the lowest compared entry with this formula, charge and spin in eV: 2.256
Highest occupied orbital energy in Eh: -0.3618

Last column: Löwdin charge in e.
Positions of all 12 atoms, in Å:
O (-1.637, -1.876, 0.570)  0.08
C (-0.740, -1.419, -0.087)  -0.21
C (-0.330, -0.006, -0.344)  -0.49
O (-0.110, 0.210, -1.710)  0.02
C (-0.335, 1.231, 0.499)  -0.02
C (0.818, 0.261, 0.588)  -0.07
H (0.060, -2.055, -0.533)  0.14
H (0.841, 0.191, -1.875)  0.10
H (-0.944, 1.341, 1.391)  0.11
H (-0.213, 2.141, -0.083)  0.11
H (0.809, -0.345, 1.493)  0.12
H (1.782, 0.326, 0.091)  0.11

---

no.,strongest force on any atom (eV Å⁻¹)
1,0.77
2,2.70
3,3.01
4,1.39
5,3.59
6,3.50
7,1.08
8,6.40
9,2.53
10,2.98
11,2.55
12,6.28
13,1.69
14,0.53
15,1.84
16,1.07
17,0.56
18,2.05
19,0.72
20,0.67